C13H24F3N6ReS4Sb | ωB97M-V/def2-TZVPD

Element x y z (Å)
Re (0.090, -0.097, -0.069)
C (-1.677, -3.283, 3.473)
N (-1.373, -3.455, 2.052)
C (-1.805, -4.721, 1.430)
C (-1.422, -4.553, -0.043)
N (-0.874, -3.193, -0.071)
C (-0.358, -2.671, -1.315)
C (-0.839, -2.653, 1.141)
N (-0.290, -1.398, 1.319)
C (0.020, -0.924, 2.683)
C (1.045, 0.198, 2.604)
N (0.711, 1.062, 1.457)
C (1.223, 2.303, 1.328)
N (0.862, 3.041, 0.273)
C (-0.204, 2.713, -0.637)
C (1.651, 4.269, 0.172)
C (2.380, 4.286, 1.519)
N (2.116, 2.949, 2.080)
C (2.699, 2.652, 3.386)
H (-2.394, -4.051, 3.749)
H (-2.121, -2.317, 3.689)
H (-0.795, -3.439, 4.094)
H (-2.879, -4.846, 1.570)
H (-1.298, -5.557, 1.912)
H (-2.282, -4.623, -0.710)
H (-0.668, -5.272, -0.367)
H (-0.921, -3.124, -2.130)
H (0.699, -2.913, -1.448)
H (-0.504, -1.576, -1.417)
H (0.414, -1.716, 3.314)
H (-0.894, -0.521, 3.125)
H (2.043, -0.229, 2.459)
H (1.016, 0.744, 3.543)
H (-1.160, 2.613, -0.122)
H (0.013, 1.790, -1.225)
H (-0.310, 3.513, -1.367)
H (1.006, 5.134, 0.027)
H (2.343, 4.204, -0.670)
H (2.001, 5.058, 2.191)
H (3.453, 4.430, 1.406)
H (3.470, 3.393, 3.578)
H (3.172, 1.675, 3.418)
H (1.964, 2.737, 4.187)
S (2.354, -0.660, -4.704)
Sb (4.425, 0.887, -4.740)
S (1.088, 0.137, -3.381)
S (1.892, -0.146, -1.546)
S (4.038, 1.819, -2.739)
F (-2.147, 0.828, -1.551)
C (-1.976, 0.190, -0.378)
F (-2.530, 0.921, 0.591)
F (-2.646, -0.970, -0.448)

Properties
- HOMO-LUMO gap (alpha / beta): 5.0904 / 5.0966 eV
- LUMO energy (alpha / beta): -0.429 / -0.429 Ha
- Largest force on an atom: 1.49 eV/A
- HOMO level (alpha / beta): -16.760 / -16.760 eV
- Net charge: +3